Molecular formula: CN4O3
Method: DFT, ωB97M-V with the def2-TZVPD basis set

relative energy (zero: lowest compared OMol25 entry of this formula, charge and spin) = 73.0 kcal per mole
E_HOMO (alpha / beta) = -10.933 / -9.993 eV
LUMO (alpha / beta) = -1.445 / -2.531 eV
Kohn-Sham gap (alpha / beta) = 9.49 / 7.46 eV

```
! wB97M-V def2-TZVPD RIJCOSX def2/J DEFGRID3
* xyz 0 1
C -0.82 0.28 0.39
N -0.93 -0.91 -0.11
N -0.95 1.39 0.70
N -1.74 -1.75 -0.52
N 2.27 1.03 0.30
O 2.06 1.48 -0.77
O 2.98 0.28 0.95
O -2.88 -1.80 -0.95
*
```